14
Properties=species:S:1:pos:R:3:forces:R:3:mulliken_charge:R:1 method="wB97M-V/def2-TZVPD" e_above_lowest_kj_mol=22.7 charge=0 fmax_ev_per_a=1.1 lumo_ev=0.9063 gap_ev=11.9 smiles=CCC.O
C 0.109268 -1.778066 -0.330691 -0.4 -0.3 -0.2 -1.341
C 0.167051 -0.290880 -0.666013 1.0 0.2 0.0 0.188
C 1.593274 0.239412 -0.302788 -0.4 -0.5 0.3 -0.988
H 0.988328 -2.310285 -0.700064 0.1 0.1 -0.1 0.369
H -0.746832 -2.286995 -0.782153 -0.1 0.1 0.2 0.343
H 0.084445 -1.955294 0.745852 -0.1 0.1 0.0 0.329
H -0.558211 0.294945 -0.099022 0.0 -0.5 -0.2 -0.033
H -0.036738 -0.129583 -1.726436 0.0 -0.1 0.0 0.306
H 2.171905 0.687042 -1.109032 -0.3 0.3 -0.1 0.289
H 1.532948 0.907489 0.557559 0.2 0.2 -0.2 0.265
H 2.181236 -0.617639 0.023348 0.2 0.0 0.1 0.293
O -1.731108 1.553736 1.184542 -0.2 0.1 0.1 -0.684
H -2.026904 1.861579 0.319629 0.1 0.0 0.1 0.335
H -0.970179 2.096968 1.406786 0.0 0.1 0.0 0.330



104
Properties=species:S:1:pos:R:3:forces:R:3:mulliken_charge:R:1 method="wB97M-V/def2-TZVPD" spin_multiplicity=4 charge=-1 fmax_ev_per_a=1.9 lumo_ev="2.1701 / 2.4271" gap_ev="7.1 / 7.7"
Cr -0.208457 0.499658 0.541852 -0.7 1.7 -0.3 0.477
C 3.368210 -2.729794 7.045544 0.0 -0.1 -0.3 -2.132
C 3.663588 -3.168815 5.607229 0.1 -0.1 0.1 2.097
C 5.062840 -2.650884 5.239678 -0.2 -0.1 0.1 -1.681
C 3.646814 -4.703740 5.553320 0.0 0.2 0.0 -1.692
C 2.658133 -2.603638 4.613335 -0.2 0.1 -0.1 -0.343
C 2.863294 -2.759270 3.249444 -0.1 0.1 0.2 -0.785
C 2.030090 -2.131632 2.353842 -0.3 0.2 -0.5 -0.427
Br 2.429730 -2.345007 0.494137 0.2 -0.2 0.4 -0.195
C 0.919583 -1.326880 2.710900 1.1 -0.8 1.1 0.495
O 0.288488 -0.652572 1.804613 0.1 -0.7 0.5 -0.520
C 0.606693 -1.340283 4.110677 -0.2 0.1 -0.8 -0.672
C 1.507613 -1.917200 4.989921 0.4 -0.3 0.0 0.278
C -0.687913 -0.744611 4.659818 -0.1 0.2 0.0 2.761
C -1.046692 -1.351510 6.029855 0.1 0.1 -0.3 -2.323
C -0.521587 0.770985 4.837303 0.0 0.0 -0.2 -1.396
C -1.844832 -1.035424 3.696289 0.1 0.1 -0.2 -1.630
H 4.155245 -3.082771 7.711084 0.1 -0.1 0.0 0.438
H 2.423207 -3.141054 7.392656 -0.1 0.0 0.1 0.367
H 3.330080 -1.644434 7.111814 0.0 0.1 0.1 0.408
H 5.816380 -3.059360 5.912605 0.1 -0.1 0.1 0.452
H 5.083114 -1.565340 5.314720 0.0 0.1 0.0 0.380
H 5.329427 -2.926499 4.223675 0.1 0.0 -0.1 0.326
H 4.384006 -5.117592 6.241206 0.1 -0.1 0.1 0.455
H 3.878255 -5.057645 4.553140 0.0 -0.1 -0.2 0.331
H 2.662977 -5.077190 5.830822 -0.1 -0.1 0.0 0.357
H 3.684475 -3.338069 2.859286 0.1 -0.1 0.0 0.460
H 1.299200 -1.840608 6.041325 -0.1 0.0 0.2 0.463
H -0.426371 -0.935836 6.819252 0.1 0.0 0.2 0.388
H -0.934279 -2.431965 6.024525 0.0 -0.2 0.0 0.424
H -2.081187 -1.119116 6.275000 -0.1 0.1 0.0 0.463
H 0.359601 0.992615 5.439863 0.1 0.0 0.1 0.216
H -1.396136 1.191092 5.334066 -0.1 0.1 0.0 0.446
H -0.411062 1.253736 3.865472 0.0 0.0 0.0 0.136
H -1.865430 -2.090965 3.435369 -0.1 -0.2 0.0 0.414
H -1.742194 -0.460518 2.778256 -0.1 -0.1 0.1 0.080
H -2.797972 -0.772839 4.151319 -0.1 0.1 0.1 0.405
O -1.456588 0.981398 -2.470379 -0.1 0.2 -0.3 -0.808
C -0.812888 1.925671 -2.019995 -0.4 -0.5 -0.5 -0.193
O -0.351752 1.974327 -0.831431 0.7 0.3 0.5 1.409
C -0.547251 3.140195 -2.881666 0.1 0.0 0.0 0.219
C -1.295573 3.345038 -4.035083 0.1 -0.3 0.2 -0.356
C -1.119443 4.466055 -4.838356 0.1 0.4 -0.1 -1.185
C -0.183369 5.385682 -4.428248 0.4 -0.2 0.5 1.211
O 0.177570 6.583604 -5.011329 -0.4 -0.4 -0.1 -0.523
C 1.175153 7.127383 -4.176101 0.5 1.1 -0.2 -0.411
O 1.456423 6.238837 -3.126967 0.0 -0.4 0.4 -0.554
C 0.590559 5.173621 -3.290630 -0.4 0.0 -0.6 0.800
C 0.435777 4.059882 -2.506943 0.2 0.2 -0.2 -0.812
H -2.033686 2.602578 -4.298347 0.0 -0.1 0.0 0.565
H -1.692641 4.625168 -5.739328 -0.1 0.0 0.0 0.412
H 0.827736 8.096170 -3.774398 0.0 -0.3 0.0 0.288
H 2.087174 7.305072 -4.767596 -0.1 -0.1 0.1 0.285
H 1.047697 3.895166 -1.639173 0.1 -0.1 0.2 0.536
O 2.227978 0.834172 -1.995843 0.1 -0.1 -0.3 -0.836
C 1.450294 -0.101683 -2.009914 0.3 0.5 0.1 -0.377
N 0.570744 -0.406905 -1.018588 0.0 -0.1 -0.1 0.472
C -0.234737 -1.439524 -1.371446 -0.5 -0.4 0.4 -0.191
O -1.148952 -1.828047 -0.661531 0.0 -0.2 -0.4 -0.716
C 0.228780 -1.962553 -2.686219 0.4 0.1 -0.5 0.821
C -0.160327 -3.037649 -3.457006 0.0 0.1 0.1 -0.657
C 0.563147 -3.292900 -4.618428 -0.1 -0.1 -0.1 -0.501
C 1.606556 -2.468677 -5.012917 0.1 0.1 -0.1 -0.479
C 1.964177 -1.356174 -4.257721 0.0 0.1 0.1 -0.665
C 1.277171 -1.129472 -3.086203 -0.3 -0.5 0.0 0.442
H -0.990364 -3.666639 -3.165467 0.0 0.0 0.1 0.517
H 0.312274 -4.153864 -5.224385 0.0 0.0 0.0 0.405
H 2.157657 -2.691296 -5.917328 0.0 0.0 -0.1 0.408
H 2.753560 -0.690414 -4.574096 0.1 0.0 0.0 0.509
N -1.256985 1.606075 1.630943 -0.3 -0.5 -0.5 -0.814
P -1.116373 3.145078 1.621884 -0.2 1.1 0.2 1.226
C -1.675288 4.095282 0.153219 0.1 -0.2 0.3 1.814
C -1.138945 5.296089 -0.276591 -0.1 -0.1 0.3 -0.769
C -1.736787 5.974572 -1.326301 -0.1 0.2 -0.1 -0.480
C -2.844234 5.444405 -1.961409 0.0 0.2 0.0 -0.601
C -3.370015 4.231381 -1.542987 -0.1 0.0 0.1 -0.854
C -2.799796 3.572503 -0.473193 -0.1 -0.1 0.1 -0.923
C -2.291499 3.928663 2.789493 0.2 -0.3 -0.1 0.597
C -2.303964 5.293559 3.040731 0.1 0.0 0.1 -0.445
C -3.338432 5.854052 3.766270 0.0 0.2 0.0 -0.839
C -4.376733 5.057464 4.223887 -0.1 -0.1 0.1 -0.494
C -4.363975 3.692852 3.977467 -0.2 0.1 0.1 -0.705
C -3.325884 3.130769 3.256495 0.2 -0.1 0.0 -0.617
C 0.563005 3.692157 2.088853 -0.2 -0.3 0.1 0.270
C 1.606857 3.337597 1.231740 -0.1 0.2 -0.1 0.208
C 2.919424 3.418379 1.657769 0.2 -0.1 0.0 -1.011
C 3.205776 3.819322 2.955290 0.0 0.0 0.0 -0.531
C 2.173315 4.157146 3.816964 0.2 0.0 0.1 -0.848
C 0.858301 4.078328 3.394162 -0.2 0.2 -0.2 -0.582
H -0.251379 5.692343 0.195838 0.1 0.1 0.0 0.407
H -1.323790 6.914528 -1.664463 0.1 0.1 0.0 0.462
H -3.293264 5.966696 -2.793879 0.0 0.1 -0.1 0.388
H -4.215613 3.805351 -2.061477 -0.1 -0.1 0.0 0.438
H -3.175253 2.622639 -0.112541 -0.1 -0.1 -0.2 0.400
H -1.506383 5.913872 2.657542 0.1 0.1 0.0 0.439
H -3.348189 6.917721 3.959415 0.0 0.1 0.0 0.419
H -5.201890 5.501319 4.765914 0.0 0.0 0.0 0.384
H -5.177868 3.075306 4.334700 0.0 0.0 0.0 0.426
H -3.284458 2.074357 3.021863 -0.1 -0.1 0.1 0.406
H 1.376810 2.966096 0.242474 0.0 0.0 -0.1 -0.285
H 3.719033 3.130709 0.988451 0.0 0.0 0.0 0.516
H 4.228476 3.834167 3.309171 0.0 0.1 0.0 0.391
H 2.395546 4.460615 4.831711 0.0 0.0 0.0 0.405
H 0.053503 4.304853 4.081374 0.0 0.0 0.0 0.441



What did the first record say?
14
Properties=species:S:1:pos:R:3:forces:R:3:mulliken_charge:R:1 method="wB97M-V/def2-TZVPD" e_above_lowest_kj_mol=22.7 charge=0 fmax_ev_per_a=1.1 lumo_ev=0.9063 gap_ev=11.9 smiles=CCC.O
C 0.109268 -1.778066 -0.330691 -0.4 -0.3 -0.2 -1.341
C 0.167051 -0.290880 -0.666013 1.0 0.2 0.0 0.188
C 1.593274 0.239412 -0.302788 -0.4 -0.5 0.3 -0.988
H 0.988328 -2.310285 -0.700064 0.1 0.1 -0.1 0.369
H -0.746832 -2.286995 -0.782153 -0.1 0.1 0.2 0.343
H 0.084445 -1.955294 0.745852 -0.1 0.1 0.0 0.329
H -0.558211 0.294945 -0.099022 0.0 -0.5 -0.2 -0.033
H -0.036738 -0.129583 -1.726436 0.0 -0.1 0.0 0.306
H 2.171905 0.687042 -1.109032 -0.3 0.3 -0.1 0.289
H 1.532948 0.907489 0.557559 0.2 0.2 -0.2 0.265
H 2.181236 -0.617639 0.023348 0.2 0.0 0.1 0.293
O -1.731108 1.553736 1.184542 -0.2 0.1 0.1 -0.684
H -2.026904 1.861579 0.319629 0.1 0.0 0.1 0.335
H -0.970179 2.096968 1.406786 0.0 0.1 0.0 0.330